[1]
The ion C4H10N2O with charge -1 in a non-equilibrium geometry, computed with the ωB97M-V functional and the def2-TZVPD basis.

Values from the calculation:
Charge: -1
Spin multiplicity: 2
HOMO energy (spin up / spin down): 1.273 / -5.160 eV
E_LUMO (spin up / spin down): 3.971 / 3.904 eV

Last columns: bonded neighbours and bond lengths (Å).
Positions of all 17 atoms, in Å:
1 C 1.03 -2.07 0.86  C2 1.528, H8 1.097, H9 1.083, H10 1.119
2 C 1.05 -0.74 0.11  C1 1.528, N3 1.469, H11 1.089, H12 1.089
3 N -0.27 -0.40 -0.44  C2 1.469, C4 1.407, H13 1.013
4 C -0.42 0.73 -1.26  N3 1.407, C5 1.633, H14 1.088, H15 1.112
5 C -0.71 2.06 -0.35  C4 1.633, N6 1.359, O7 1.217
6 N -1.62 1.78 0.61  C5 1.359, H16 1.015, H17 1.005
7 O -0.01 3.06 -0.37  C5 1.217
8 H 0.39 -2.12 1.74  C1 1.097
9 H 2.03 -2.46 1.00  C1 1.083
10 H 0.66 -2.90 0.20  C1 1.119
11 H 1.81 -0.77 -0.68  C2 1.089
12 H 1.22 0.00 0.89  C2 1.089
13 H -0.74 -1.20 -0.83  N3 1.013
14 H -1.33 0.66 -1.86  C4 1.088
15 H 0.49 1.13 -1.76  C4 1.112
16 H -1.62 0.79 0.85  N6 1.015
17 H -1.96 2.44 1.28  N6 1.005

[2]
The molecule C4H10N2O, computed with the ωB97M-V functional and the def2-TZVPD basis.

Values from the calculation:
Charge: 0
HOMO energy: -9.495 eV
E_LUMO: 0.873 eV
Structure (SMILES): CCC(=O)NCN

Last columns: bonded neighbours and bond lengths (Å).
Positions of all 17 atoms, in Å:
1 C 1.57 1.08 -1.77  C2 1.536, H8 1.088, H9 1.086, H10 1.086
2 C 0.63 1.02 -0.56  C1 1.536, C3 1.521, H11 1.088, H12 1.089
3 C -0.20 -0.26 -0.62  C2 1.521, O4 1.211, N5 1.383
4 O -0.87 -0.52 -1.60  C3 1.211
5 N -0.05 -1.16 0.41  C3 1.383, C6 1.440, H13 1.013
6 C -0.08 -0.78 1.80  N5 1.440, N7 1.448, H14 1.098, H15 1.095
7 N -1.03 0.30 2.02  C6 1.448, H16 1.007, H17 1.010
8 H 1.02 0.84 -2.68  C1 1.088
9 H 1.96 2.09 -1.88  C1 1.086
10 H 2.38 0.37 -1.62  C1 1.086
11 H 1.21 1.05 0.36  C2 1.088
12 H -0.08 1.84 -0.58  C2 1.089
13 H -0.48 -2.04 0.16  N5 1.013
14 H -0.32 -1.67 2.39  C6 1.098
15 H 0.92 -0.49 2.12  C6 1.095
16 H -1.06 0.61 2.97  N7 1.007
17 H -1.93 0.07 1.61  N7 1.010

[3]
A cluster of 2 separate species, C4H10N2O in total in a non-equilibrium geometry, computed with the ωB97M-V functional and the def2-TZVPD basis.

Values from the calculation:
Charge: 0
HOMO energy: -7.461 eV
E_LUMO: 0.950 eV

Last columns: bonded neighbours and bond lengths (Å).
Positions of all 17 atoms, in Å:
1 C 1.27 -0.11 0.02  N4 1.386, N5 1.430, C6 1.433
2 C -2.27 0.45 -0.51  C3 1.513, H15 1.094, H16 1.089, H17 1.094
3 C -0.98 0.11 0.22  C2 1.513, C6 1.419, O7 1.432
4 N 2.28 -0.05 0.95  C1 1.386, H12 1.009, H13 1.006
5 N 1.74 -0.67 -1.21  C1 1.430, H10 1.013, H11 1.010
6 C 0.21 0.85 0.01  C1 1.433, C3 1.419, H14 1.086
7 O -1.27 -0.28 1.57  C3 1.432, H8 0.966
8 H -1.91 -1.00 1.55  O7 0.966
9 H -0.02 -1.00 0.09  no bonds
10 H 2.04 -1.64 -1.12  N5 1.013
11 H 1.05 -0.60 -1.93  N5 1.010
12 H 3.24 -0.10 0.65  N4 1.009
13 H 2.11 0.51 1.78  N4 1.006
14 H 0.31 1.93 0.00  C6 1.086
15 H -2.85 1.17 0.07  C2 1.094
16 H -2.06 0.86 -1.50  C2 1.089
17 H -2.89 -0.44 -0.64  C2 1.094

[4]
The molecule C4H10N2O in a non-equilibrium geometry, computed with the ωB97M-V functional and the def2-TZVPD basis.

Values from the calculation:
Charge: 0
HOMO energy: -9.038 eV
E_LUMO: 1.053 eV
Structure (SMILES): NCNCCC=O

Last columns: bonded neighbours and bond lengths (Å).
Positions of all 17 atoms, in Å:
1 N -0.06 2.38 -1.33  C2 1.476, H8 1.023, H9 1.018
2 C 0.86 1.23 -1.21  N1 1.476, N3 1.462, H10 1.088, H11 1.094
3 N 0.11 0.04 -0.80  C2 1.462, C4 1.455, H12 1.023
4 C 0.54 -0.51 0.47  N3 1.455, C5 1.545, H13 1.087, H14 1.091
5 C -0.16 -1.86 0.72  C4 1.545, C6 1.513, H15 1.087, H16 1.093
6 C -1.51 -1.66 1.38  C5 1.513, O7 1.203, H17 1.108
7 O -1.87 -0.63 1.90  C6 1.203
8 H -0.30 2.65 -0.37  N1 1.023
9 H 0.49 3.19 -1.62  N1 1.018
10 H 1.36 1.09 -2.17  C2 1.088
11 H 1.65 1.48 -0.49  C2 1.094
12 H -0.84 0.40 -0.66  N3 1.023
13 H 0.32 0.12 1.33  C4 1.087
14 H 1.61 -0.72 0.45  C4 1.091
15 H 0.46 -2.46 1.38  C5 1.087
16 H -0.39 -2.27 -0.27  C5 1.093
17 H -2.26 -2.47 1.30  C6 1.108

[5]
The molecule C4H10N2O in a non-equilibrium geometry, computed with the ωB97M-V functional and the def2-TZVPD basis.

Values from the calculation:
Charge: 0
HOMO energy: -9.141 eV
E_LUMO: 0.809 eV
Structure (SMILES): NC[C@@H](N)CC=O

Last columns: bonded neighbours and bond lengths (Å).
Positions of all 17 atoms, in Å:
1 N -0.65 2.32 0.29  C2 1.512, H8 1.009, H9 0.984
2 C 0.34 1.21 0.57  N1 1.512, C3 1.495, H10 1.153, H11 1.147
3 C -0.18 -0.04 -0.07  C2 1.495, N4 1.561, C5 1.575, H12 1.041
4 N 0.04 -0.11 -1.62  C3 1.561, H13 0.977, H14 1.051
5 C 0.31 -1.39 0.58  C3 1.575, C6 1.481, H15 1.098, H16 1.020
6 C -0.09 -2.39 -0.43  C5 1.481, O7 1.230, H17 1.051
7 O -0.14 -3.61 -0.24  C6 1.230
8 H -1.55 2.33 0.75  N1 1.009
9 H -0.25 3.18 0.53  N1 0.984
10 H 0.49 1.15 1.71  C2 1.153
11 H 1.34 1.71 0.35  C2 1.147
12 H -1.20 -0.05 0.13  C3 1.041
13 H -0.21 0.77 -1.95  N4 0.977
14 H 1.09 -0.06 -1.60  N4 1.051
15 H -0.10 -1.48 1.59  C5 1.098
16 H 1.31 -1.42 0.77  C5 1.020
17 H -0.53 -2.12 -1.34  C6 1.051

[6]
The molecule C4H10N2O in a non-equilibrium geometry, computed with the ωB97M-V functional and the def2-TZVPD basis.

Values from the calculation:
Charge: 0
HOMO energy: -9.083 eV
E_LUMO: 0.759 eV
Structure (SMILES): C/C(=N/O)N(C)C

Last columns: bonded neighbours and bond lengths (Å).
Positions of all 17 atoms, in Å:
1 C 0.64 1.84 -0.37  C2 1.491, H8 1.101, H9 1.103, H10 1.075
2 C 0.86 0.38 -0.15  C1 1.491, N3 1.265, N5 1.371
3 N 2.07 0.04 0.00  C2 1.265, O4 1.424
4 O 2.30 -1.30 0.41  N3 1.424, H11 0.942
5 N -0.13 -0.52 0.15  C2 1.371, C6 1.455, C7 1.421
6 C -0.73 -1.30 -0.92  N5 1.455, H12 1.081, H13 1.079, H14 1.124
7 C -1.13 0.03 1.00  N5 1.421, H15 1.112, H16 1.107, H17 1.149
8 H -0.42 1.95 -0.65  C1 1.101
9 H 0.79 2.32 0.61  C1 1.103
10 H 1.25 2.23 -1.16  C1 1.075
11 H 1.42 -1.54 0.64  O4 0.942
12 H -1.38 -0.64 -1.49  C6 1.081
13 H 0.07 -1.85 -1.40  C6 1.079
14 H -1.41 -2.13 -0.60  C6 1.124
15 H -1.63 -0.76 1.60  C7 1.112
16 H -1.95 0.57 0.50  C7 1.107
17 H -0.63 0.69 1.80  C7 1.149

[7]
The molecule C4H10N2O in a non-equilibrium geometry, computed with the ωB97M-V functional and the def2-TZVPD basis.

Values from the calculation:
Charge: 0
HOMO energy: -8.390 eV
E_LUMO: 0.835 eV
Structure (SMILES): NCCNCC=O

Last columns: bonded neighbours and bond lengths (Å).
Positions of all 17 atoms, in Å:
1 N -1.24 -0.63 -2.82  C2 1.494, H8 1.018, H9 1.019
2 C -0.96 -0.05 -1.48  N1 1.494, C3 1.487, H10 1.109, H11 1.116
3 C -0.07 -0.84 -0.59  C2 1.487, N4 1.526, H12 1.122, H13 1.084
4 N -0.03 -0.07 0.73  C3 1.526, C5 1.400, H14 1.011
5 C 0.73 -0.15 1.90  N4 1.400, C6 1.569, H15 1.110, H16 1.127
6 C 1.42 1.19 2.34  C5 1.569, O7 1.192, H17 1.118
7 O 0.84 2.23 2.34  C6 1.192
8 H -2.14 -0.22 -3.05  N1 1.018
9 H -0.61 -0.19 -3.49  N1 1.019
10 H -1.94 0.15 -1.00  C2 1.109
11 H -0.56 0.99 -1.53  C2 1.116
12 H 0.95 -0.90 -1.05  C3 1.122
13 H -0.38 -1.82 -0.25  C3 1.084
14 H -0.17 0.90 0.49  N4 1.011
15 H 0.26 -0.52 2.84  C5 1.110
16 H 1.56 -0.89 1.76  C5 1.127
17 H 2.35 0.82 2.84  C6 1.118

[8]
The molecule C4H10N2O in a non-equilibrium geometry, computed with the ωB97M-V functional and the def2-TZVPD basis.

Values from the calculation:
Charge: 0
HOMO energy: -8.712 eV
E_LUMO: 0.973 eV
Structure (SMILES): NCC[C@@H](N)C=O

Last columns: bonded neighbours and bond lengths (Å).
Positions of all 17 atoms, in Å:
1 N 2.05 -1.78 -0.52  C2 1.452, H8 1.007, H9 1.007
2 C 0.87 -0.99 -0.84  N1 1.452, C3 1.546, H10 1.093, H11 1.086
3 C 0.04 -0.49 0.36  C2 1.546, C4 1.546, H12 1.094, H13 1.085
4 C -0.52 0.92 0.09  C3 1.546, N5 1.420, C6 1.528, H14 1.091
5 N -1.65 0.99 -0.77  C4 1.420, H15 1.004, H16 1.000
6 C -0.92 1.50 1.45  C4 1.528, O7 1.199, H17 1.111
7 O -2.05 1.60 1.83  C6 1.199
8 H 2.82 -1.19 -0.24  N1 1.007
9 H 1.90 -2.54 0.12  N1 1.007
10 H 0.24 -1.62 -1.48  C2 1.093
11 H 1.15 -0.16 -1.48  C2 1.086
12 H 0.74 -0.39 1.20  C3 1.094
13 H -0.76 -1.20 0.56  C3 1.085
14 H 0.30 1.55 -0.24  C4 1.091
15 H -2.59 1.03 -0.41  N5 1.004
16 H -1.56 0.97 -1.76  N5 1.000
17 H -0.08 1.80 2.12  C6 1.111

[9]
The molecule C4H10N2O in a non-equilibrium geometry, computed with the ωB97M-V functional and the def2-TZVPD basis.

Values from the calculation:
Charge: 0
HOMO energy: -9.039 eV
E_LUMO: 0.838 eV
Structure (SMILES): C[C@@H](C=O)NCN

Last columns: bonded neighbours and bond lengths (Å).
Positions of all 17 atoms, in Å:
1 C -1.51 1.40 -0.29  C2 1.559, H8 1.093, H9 1.076, H10 1.095
2 C -0.75 0.09 0.09  C1 1.559, C3 1.536, N5 1.442, H11 1.094
3 C -1.50 -1.11 -0.51  C2 1.536, O4 1.191, H12 1.100
4 O -1.01 -2.17 -0.75  C3 1.191
5 N 0.64 0.02 -0.30  C2 1.442, C6 1.476, H13 1.009
6 C 1.50 1.00 0.39  N5 1.476, N7 1.436, H14 1.101, H15 1.096
7 N 2.36 0.29 1.30  C6 1.436, H16 0.996, H17 1.017
8 H -2.13 1.13 -1.16  C1 1.093
9 H -1.94 1.91 0.55  C1 1.076
10 H -0.82 2.07 -0.81  C1 1.095
11 H -0.79 -0.14 1.15  C2 1.094
12 H -2.58 -0.99 -0.66  C3 1.100
13 H 0.79 0.10 -1.29  N5 1.009
14 H 0.82 1.61 1.00  C6 1.101
15 H 2.03 1.69 -0.27  C6 1.096
16 H 2.62 -0.65 1.08  N7 0.996
17 H 3.26 0.73 1.49  N7 1.017

[10]
The molecule C4H10N2O in a non-equilibrium geometry, computed with the ωB97M-V functional and the def2-TZVPD basis.

Values from the calculation:
Charge: 0
HOMO energy: -8.937 eV
E_LUMO: 0.880 eV
Structure (SMILES): CNC(=O)N(C)C

Last columns: bonded neighbours and bond lengths (Å).
Positions of all 17 atoms, in Å:
1 C -1.84 1.13 0.76  N2 1.437, H8 1.108, H9 1.102, H10 1.091
2 N -0.54 1.54 0.30  C1 1.437, C3 1.405, H11 1.005
3 C 0.61 0.75 0.43  N2 1.405, O4 1.217, N5 1.395
4 O 1.67 1.09 0.91  C3 1.217
5 N 0.41 -0.51 -0.14  C3 1.395, C6 1.439, C7 1.464
6 C 1.12 -1.56 0.55  N5 1.439, H12 1.093, H13 1.093, H14 1.097
7 C 0.44 -0.61 -1.60  N5 1.464, H15 1.097, H16 1.105, H17 1.096
8 H -2.26 0.17 0.39  C1 1.108
9 H -1.87 1.04 1.86  C1 1.102
10 H -2.56 1.90 0.48  C1 1.091
11 H -0.42 2.42 -0.18  N2 1.005
12 H 0.64 -2.52 0.35  C6 1.093
13 H 1.04 -1.35 1.62  C6 1.093
14 H 2.19 -1.61 0.29  C6 1.097
15 H 0.12 0.33 -2.08  C7 1.097
16 H 1.47 -0.81 -1.97  C7 1.105
17 H -0.21 -1.41 -1.96  C7 1.096

[11]
The molecule C4H10N2O in a non-equilibrium geometry, computed with the ωB97M-V functional and the def2-TZVPD basis.

Values from the calculation:
Charge: 0
HOMO energy: -8.263 eV
E_LUMO: 0.999 eV
Structure (SMILES): C=C(C)N(N)OC

Last columns: bonded neighbours and bond lengths (Å).
Positions of all 17 atoms, in Å:
1 C -1.76 -0.67 0.81  C2 1.336, H8 1.076, H9 1.073
2 C -0.94 0.03 0.02  C1 1.336, C3 1.498, N4 1.391
3 C -1.16 1.48 -0.29  C2 1.498, H10 1.086, H11 1.091, H12 1.089
4 N 0.11 -0.55 -0.67  C2 1.391, N5 1.393, O6 1.406
5 N 0.57 -1.83 -0.35  N4 1.393, H13 1.020, H14 1.014
6 O 1.17 0.30 -1.04  N4 1.406, C7 1.417
7 C 2.14 0.50 -0.02  O6 1.417, H15 1.098, H16 1.096, H17 1.088
8 H -1.63 -1.72 1.02  C1 1.076
9 H -2.62 -0.21 1.25  C1 1.073
10 H -2.11 1.81 0.11  C3 1.086
11 H -0.37 2.10 0.13  C3 1.091
12 H -1.16 1.62 -1.37  C3 1.089
13 H 0.50 -2.03 0.64  N5 1.020
14 H 0.06 -2.52 -0.89  N5 1.014
15 H 1.70 0.93 0.88  C7 1.098
16 H 2.64 -0.44 0.22  C7 1.096
17 H 2.86 1.20 -0.45  C7 1.088

[12]
The molecule C4H10N2O in a non-equilibrium geometry, computed with the ωB97M-V functional and the def2-TZVPD basis.

Values from the calculation:
Charge: 0
HOMO energy: -9.052 eV
E_LUMO: 0.932 eV
Structure (SMILES): NC[C@H](N)CC=O

Last columns: bonded neighbours and bond lengths (Å).
Positions of all 17 atoms, in Å:
1 N 2.31 -1.30 -0.16  C2 1.459, H8 1.008, H9 1.014
2 C 1.71 -0.29 0.72  N1 1.459, C3 1.614, H10 1.088, H11 1.088
3 C 0.32 0.05 -0.03  C2 1.614, N4 1.450, C5 1.528, H12 1.098
4 N 0.68 0.96 -1.10  C3 1.450, H13 1.017, H14 1.008
5 C -0.82 0.50 0.88  C3 1.528, C6 1.482, H15 1.104, H16 1.102
6 C -2.17 0.36 0.28  C5 1.482, O7 1.206, H17 1.110
7 O -2.59 -0.40 -0.56  C6 1.206
8 H 2.21 -1.11 -1.14  N1 1.008
9 H 3.27 -1.34 0.16  N1 1.014
10 H 1.35 -0.75 1.64  C2 1.088
11 H 2.14 0.69 0.87  C2 1.088
12 H 0.05 -0.96 -0.36  C3 1.098
13 H 1.01 1.79 -0.62  N4 1.017
14 H 0.35 1.32 -1.98  N4 1.008
15 H -0.91 -0.07 1.82  C5 1.104
16 H -0.64 1.54 1.18  C5 1.102
17 H -2.95 0.97 0.78  C6 1.110

[13]
A cluster of 2 separate species, C4H10N2O in total in a non-equilibrium geometry, computed with the ωB97M-V functional and the def2-TZVPD basis.

Values from the calculation:
Charge: +1
Spin multiplicity: 2
HOMO energy (spin up / spin down): -13.007 / -12.961 eV
E_LUMO (spin up / spin down): -4.958 / -8.935 eV

Last columns: bonded neighbours and bond lengths (Å).
Positions of all 17 atoms, in Å:
1 N -1.97 -1.63 0.57  C2 1.356, H4 1.007, H5 1.004
2 C -1.05 -2.31 -0.16  N1 1.356, N3 1.276, H6 1.090
3 N -0.49 -1.82 -1.20  C2 1.276, H7 1.013
4 H -2.19 -0.68 0.31  N1 1.007
5 H -2.14 -1.91 1.52  N1 1.004
6 H -0.87 -3.31 0.22  C2 1.090
7 H 0.09 -2.53 -1.64  N3 1.013
8 C 0.67 1.14 0.78  O9 1.395, C10 1.458, H12 1.103, H13 1.108
9 O 1.55 1.29 1.85  C8 1.395, H14 0.965
10 C 1.15 1.93 -0.35  C8 1.458, C11 1.391, H15 1.083
11 C 0.89 1.50 -1.65  C10 1.391, H16 1.082, H17 1.090
12 H -0.31 1.54 1.08  C8 1.103
13 H 0.57 0.09 0.46  C8 1.108
14 H 1.10 1.08 2.68  O9 0.965
15 H 1.55 2.91 -0.13  C10 1.083
16 H 0.92 2.20 -2.48  C11 1.082
17 H 0.52 0.50 -1.86  C11 1.090

[14]
A cluster of 2 separate species, C4H10N2O2 in total in a non-equilibrium geometry, computed with the ωB97M-V functional and the def2-TZVPD basis.

Values from the calculation:
Charge: 0
HOMO energy: -9.051 eV
E_LUMO: 0.286 eV
Structure (SMILES): [H]/N=C(\C)OC.CN=O

Last columns: bonded neighbours and bond lengths (Å).
Positions of all 18 atoms, in Å:
1 H 0.84 -2.09 -2.17  N2 1.012
2 N 0.63 -1.73 -1.24  H1 1.012, C3 1.244
3 C 0.20 -0.57 -1.15  N2 1.244, C4 1.494, O5 1.565
4 C 0.00 0.48 -2.20  C3 1.494, H7 1.092, H8 1.086, H9 1.089
5 O -0.67 -0.28 0.11  C3 1.565, C6 1.411
6 C -1.20 -1.42 0.75  O5 1.411, H10 1.093, H11 1.091, H12 1.094
7 H 0.95 0.99 -2.33  C4 1.092
8 H -0.72 1.23 -1.89  C4 1.086
9 H -0.24 0.01 -3.16  C4 1.089
10 H -0.53 -1.76 1.55  C6 1.093
11 H -2.16 -1.15 1.19  C6 1.091
12 H -1.34 -2.28 0.09  C6 1.094
13 C 0.53 1.43 2.13  N14 1.448, H16 1.093, H17 1.092, H18 1.092
14 N 1.26 0.86 1.02  C13 1.448, O15 1.243
15 O 1.46 1.64 0.07  N14 1.243
16 H 0.17 2.45 1.99  C13 1.093
17 H -0.37 0.82 2.26  C13 1.092
18 H 1.20 1.36 2.99  C13 1.092

Relative energy (zero: lowest compared OMol25 entry of this formula, charge and spin) values, unit kcal/mol, following the record order: 11.7, 20.2, 121.3, 48.0, 70.2, 86.1, 71.8, 44.0, 55.8, 37.8, 98.9, 60.1, 57.3, 129.2.
E_tot values, unit eV, following the record order: -9336.33374, -9338.10962, -9333.72838, -9336.90406, -9335.94283, -9335.25216, -9335.87597, -9337.07807, -9336.56771, -9337.34696, -9334.69686, -9336.38171, -9327.44336, -11381.30159.